Run i
Here is a cluster of 2 separate species, C7H12 in total from OMol25. Energies are from ωB97M-V/def2-TZVPD.

Kohn-Sham gap	0.362	hartree
multiplicity	1
SMILES string	CC=C(C)C.C#C
HOMO	-8.8	eV

```
19
C7H12 ωB97M-V/def2-TZVPD
C 1.29850 -1.87618 -0.08233
C 0.68180 -0.68669 -0.78156
C 0.23460 0.49025 -0.34978
C 0.34706 0.84564 1.12037
C -0.42739 1.56146 -1.24975
H 0.98140 -1.97532 1.07608
H 2.37558 -1.81513 -0.04777
H 1.10873 -2.87724 -0.56719
H 0.51723 -0.99721 -1.90097
H 0.41097 2.00887 1.09308
H 1.32184 0.23529 1.42222
H -0.62226 0.53512 1.65888
H -1.37931 1.82790 -0.92309
H -0.36666 1.13790 -2.33660
H 0.22994 2.37287 -1.22572
C -3.00169 -0.12008 0.32934
C -2.15394 -0.91557 0.76241
H -3.87128 0.14739 -0.18754
H -1.26917 -1.30185 1.13875
```

***

Run ii
Here is an isolated molecule of C7H12 from OMol25. Energies are from ωB97M-V/def2-TZVPD.

Kohn-Sham gap	0.337	hartree
multiplicity	1
SMILES string	C=C(C)/C(C)=C/C
HOMO	-8.2	eV

```
19
C7H12 ωB97M-V/def2-TZVPD
C -1.66986 0.86809 -1.20589
C -0.90081 0.87401 -0.08865
C -1.16155 1.84454 1.02629
C 0.20996 -0.10121 -0.10137
C 1.36050 0.33964 0.81420
C 0.02231 -1.39160 -0.48944
C 1.16807 -2.30714 -0.70449
H -1.39991 0.12189 -1.93741
H -2.46996 1.57656 -1.38482
H -1.62146 1.31392 1.86433
H -1.78432 2.67722 0.70164
H -0.23720 2.31930 1.36237
H 1.05706 0.33755 1.85792
H 1.75131 1.30728 0.49836
H 2.20548 -0.35088 0.77445
H -1.00135 -1.74646 -0.45882
H 1.07432 -3.32010 -0.29985
H 2.12552 -1.85890 -0.44584
H 1.27189 -2.50370 -1.78299
```

***

Of them, run ii has the highest stability.

***

Run i
Here is an isolated molecule of C7H12 from OMol25. Energies are from ωB97M-V/def2-TZVPD.

Kohn-Sham gap	0.382	hartree
multiplicity	1
SMILES string	CC#CCCCC
HOMO	-9.3	eV

```
19
C7H12 ωB97M-V/def2-TZVPD
C -1.78084 -2.60739 -2.71712
C -1.52398 -1.49822 -1.80396
C -1.26113 -0.63502 -1.00696
C -0.92020 0.44281 -0.08132
C 0.48946 0.32503 0.50738
C 0.79808 1.50696 1.42020
C 2.19126 1.43431 2.03371
H -1.10516 -3.43076 -2.46819
H -1.60732 -2.32151 -3.75954
H -2.81038 -2.96727 -2.62589
H -1.65401 0.47543 0.73476
H -1.00708 1.39554 -0.61884
H 0.58144 -0.61701 1.06454
H 1.22263 0.27582 -0.30858
H 0.04131 1.54971 2.21588
H 0.69115 2.43714 0.84483
H 2.30731 0.52107 2.62878
H 2.96079 1.42270 1.25305
H 2.38665 2.29064 2.68727
```

***

Run ii
Here is an isolated molecule of C7H12 from OMol25. Energies are from ωB97M-V/def2-TZVPD.

Kohn-Sham gap	0.394	hartree
multiplicity	1
SMILES string	CC[C@H]1C[C@H]2C[C@@H]12
HOMO	-9.5	eV

```
19
C7H12 ωB97M-V/def2-TZVPD
C -0.87588 1.09510 2.01043
C -0.45451 -0.07527 1.14834
C 0.69179 0.27602 0.16219
C 1.54967 -0.81180 -0.60541
C 0.70845 -0.58930 -1.89331
C -0.71086 -0.79197 -1.41555
C 0.01297 0.51686 -1.16621
H -1.79390 0.82355 2.54127
H -1.11319 1.94651 1.35849
H -0.11689 1.40404 2.72895
H -0.25245 -0.98794 1.72125
H -1.38779 -0.27267 0.56823
H 1.34269 1.06793 0.56093
H 1.59510 -1.82677 -0.19132
H 2.57777 -0.44972 -0.74067
H 1.10843 -0.62495 -2.90222
H -1.75331 -0.62475 -1.69976
H -0.74227 -1.51600 -0.60887
H -0.38582 1.44112 -1.57678
```

***

Run iii
Here is a cluster of 3 separate species, C7H12 in total from OMol25. Energies are from ωB97M-V/def2-TZVPD.

Kohn-Sham gap	0.310	hartree
multiplicity	1
HOMO	-7.5	eV

```
19
C7H12 ωB97M-V/def2-TZVPD
C 2.22359 0.98389 0.13798
C 1.05921 0.33645 -0.48163
C 0.41967 -0.76377 0.14709
C -1.00987 -0.86575 -0.33850
C -2.02883 -1.03906 0.79284
C -1.17470 0.43317 -1.09543
C -0.02641 1.10938 -1.16048
H 1.30131 0.88345 1.65788
H 2.99742 0.32898 0.53033
H 2.57424 1.92292 -0.28952
H 1.99406 0.11996 -1.17301
H 0.95454 -1.61135 0.56714
H 0.68578 0.28906 1.64230
H -1.13271 -1.71128 -1.03856
H -1.94930 -0.20822 1.50179
H -1.84745 -1.97150 1.33856
H -3.05082 -1.07001 0.39767
H -2.12825 0.76065 -1.50172
H 0.13849 2.07303 -1.63471
```

***

Run iv
Here is an isolated molecule of C7H12 from OMol25. Energies are from ωB97M-V/def2-TZVPD.

Kohn-Sham gap	0.314	hartree
multiplicity	1
HOMO	-8.1	eV

```
19
C7H12 ωB97M-V/def2-TZVPD
C -2.60014 0.15097 -0.15429
C -1.46866 -0.63832 -0.69412
C -0.29884 0.22218 -1.08620
C 0.74071 -0.03634 0.02084
C 1.98546 -0.82733 -0.25911
C 2.07522 0.65540 -0.00866
C 0.03191 -0.27220 1.34076
H -3.24376 0.20141 -1.05108
H -2.40965 1.18808 0.17229
H -3.19130 -0.38627 0.59650
H -0.72152 -1.05583 1.15934
H 0.09465 -0.10488 -2.05617
H -0.51878 1.30474 -1.13171
H 2.16472 -1.18379 -1.26962
H 2.33921 -1.49850 0.52014
H 2.31550 1.29624 -0.85450
H 2.49689 0.99696 0.93500
H -0.48072 0.63242 1.69229
H 0.68909 -0.64496 2.12830
```

***

Of them, run i has the highest stability.

***

Run i
Here is an isolated molecule of C7H12 from OMol25. Energies are from ωB97M-V/def2-TZVPD.

Kohn-Sham gap	0.402	hartree
multiplicity	1
SMILES string	CC1CC2(CC2)C1
HOMO	-9.8	eV

```
19
C7H12 ωB97M-V/def2-TZVPD
C -2.59451 0.03493 0.11184
C -1.14070 -0.36242 -0.00677
C -0.23208 0.30365 -1.07050
C 0.89226 0.16565 -0.04911
C 2.01888 -0.80204 -0.18206
C 2.28944 0.66784 0.04092
C -0.11937 0.04363 1.07943
H -3.15270 -0.28645 -0.77496
H -2.69943 1.12183 0.21043
H -3.05759 -0.43662 0.98659
H -1.06112 -1.44883 -0.13515
H -0.10989 -0.21498 -2.02818
H -0.51939 1.34652 -1.25454
H 2.24763 -1.18786 -1.17261
H 2.15810 -1.51981 0.62713
H 2.69740 1.22315 -0.79779
H 2.63102 1.01432 1.01406
H -0.34554 1.01894 1.52933
H 0.09759 -0.68145 1.87194
```

***

Run ii
Here is an isolated molecule of C7H12 from OMol25. Energies are from ωB97M-V/def2-TZVPD.

Kohn-Sham gap (spin up / spin down)	0.312 / 0.300	hartree
multiplicity	1
HOMO (spin up / spin down)	-7.6 / -7.6	eV

```
19
C7H12 ωB97M-V/def2-TZVPD
C -2.64104 -0.13747 -0.11295
C -1.23345 -0.63226 -0.25036
C -0.22798 0.25740 -0.90016
C 0.87703 0.26909 0.15124
C 1.87074 -0.86733 0.00652
C 2.32715 0.56074 -0.12697
C 0.17935 0.46844 1.41137
H -3.09517 0.16158 -1.07362
H -2.64559 0.77751 0.49890
H -3.30595 -0.87167 0.35036
H -1.09218 -1.70795 -0.37693
H 0.17492 -0.09190 -1.85781
H -0.64381 1.26095 -1.05342
H 1.79449 -1.48171 -0.88955
H 2.16190 -1.41580 0.90023
H 2.56907 0.91966 -1.12200
H 2.96553 0.96245 0.65677
H -0.81979 0.84898 1.49172
H 0.78477 0.71928 2.29664
```

***

Run iii
Here is a cluster of 2 separate species, C7H12 in total from OMol25. Energies are from ωB97M-V/def2-TZVPD.

Kohn-Sham gap	0.365	hartree
multiplicity	1
SMILES string	CC1=CC1.C=CC
HOMO	-8.8	eV

```
19
C7H12 ωB97M-V/def2-TZVPD
C -1.48591 0.90909 -0.43716
C -0.56487 0.15856 -1.30651
C -0.38435 -0.78531 -2.17281
C 0.41407 0.46741 -2.39054
H -2.16829 1.36520 -1.16228
H -2.06928 0.28485 0.24441
H -0.99297 1.70671 0.12162
H -0.72637 -1.71611 -2.59558
H 1.49382 0.47564 -2.21417
H 0.09266 1.21278 -3.12759
C 1.54106 -0.17217 0.68347
C 0.83761 0.11515 1.77304
C -0.18785 -0.81027 2.35907
H 2.36180 0.44999 0.34277
H 1.30825 -1.05244 0.09091
H 1.05914 1.02082 2.33539
H 0.32527 -1.45943 3.07703
H -0.63769 -1.45519 1.59670
H -0.98671 -0.28979 2.89721
```

***

Run iv
Here is an isolated molecule of C7H12 from OMol25. Energies are from ωB97M-V/def2-TZVPD.

Kohn-Sham gap	0.341	hartree
multiplicity	1
HOMO	-8.3	eV

```
19
C7H12 ωB97M-V/def2-TZVPD
C 2.31821 -0.86503 -0.72720
C 0.79277 -0.89444 -0.67256
C 0.19139 -0.50815 0.70028
C -1.17547 0.09805 0.36188
C -1.67956 1.14958 1.34449
C -0.91590 0.61593 -1.06219
C 0.11865 -0.11274 -1.77260
H 2.68036 0.14180 -0.48273
H 2.75815 -1.55995 -0.00351
H 2.67713 -1.11512 -1.72901
H 0.44681 -1.91041 -0.94549
H 0.13486 -1.35298 1.39563
H 0.82247 0.25945 1.17343
H -1.92496 -0.70552 0.29074
H -0.96936 1.98282 1.41483
H -1.80299 0.73082 2.34984
H -2.64808 1.55716 1.03230
H -1.73911 1.09025 -1.60436
H -0.08537 1.39849 -1.06377
```

***

Of them, run i has the highest stability.

***

Run i
Here is a cluster of 2 separate species, C7H12 in total from OMol25. Energies are from ωB97M-V/def2-TZVPD.

Kohn-Sham gap (spin up / spin down)	0.268 / 0.301	hartree
multiplicity	1
HOMO (spin up / spin down)	-7.7 / -7.7	eV

```
19
C7H12 ωB97M-V/def2-TZVPD
C -0.14978 -2.08528 -1.94333
C -0.47407 -0.71505 -2.14508
C -0.19768 -0.09904 -0.67059
C -0.51458 1.45919 -0.63992
C -0.19152 1.81446 0.69915
C 0.21221 1.59234 1.86472
C 0.64834 1.34013 3.10352
H 0.87252 -2.43917 -2.03309
H 0.90775 -1.59189 1.74202
H -0.88747 -2.78480 -1.56269
H 0.18498 -0.17435 -2.83148
H -1.52502 -0.51205 -2.37283
H 0.84879 -0.25299 -0.41019
H -0.83333 -0.60269 0.05739
H 0.10902 1.95694 -1.39129
H -1.56980 1.60592 -0.89631
H 0.89568 -0.98578 2.18226
H -0.03789 1.05024 3.89375
H 1.70187 1.42387 3.35399
```

***

Run ii
Here is an isolated molecule of C7H12 from OMol25. Energies are from ωB97M-V/def2-TZVPD.

Kohn-Sham gap	0.376	hartree
multiplicity	1
SMILES string	CC#CCCCC
HOMO	-9.2	eV

```
19
C7H12 ωB97M-V/def2-TZVPD
C 3.55705 -0.29848 1.64328
C 2.71694 0.18860 0.55298
C 1.84930 0.24448 -0.28072
C 0.62641 -0.15504 -0.97526
C -0.65038 0.51297 -0.42935
C -1.91230 -0.28400 -0.74463
C -3.18182 0.37725 -0.21412
H 3.20524 0.09637 2.60012
H 4.61611 -0.06469 1.52781
H 3.44196 -1.39051 1.67480
H 0.70714 -1.23021 -0.74112
H 0.66408 -0.10398 -2.06774
H -0.55969 0.63921 0.65686
H -0.74503 1.52773 -0.84255
H -1.80959 -1.28600 -0.30911
H -1.99327 -0.42509 -1.82998
H -3.12664 0.51757 0.87118
H -3.33759 1.36301 -0.66634
H -4.06793 -0.22920 -0.42609
```

***

Run iii
Here is an isolated molecule of C7H12 from OMol25. Energies are from ωB97M-V/def2-TZVPD.

Kohn-Sham gap	0.403	hartree
multiplicity	1
SMILES string	CC1CC2(CC2)C1
HOMO	-9.8	eV

```
19
C7H12 ωB97M-V/def2-TZVPD
C -2.16236 0.64792 0.17286
C -1.29614 -0.59632 0.02167
C -0.20671 -0.53408 -1.08962
C 0.81253 -0.20826 -0.00772
C 2.30360 -0.20139 -0.09361
C 1.55110 1.08417 0.13315
C -0.15040 -0.70784 1.06712
H -2.90803 0.71603 -0.62732
H -1.55900 1.56161 0.14144
H -2.70061 0.64563 1.12958
H -1.93701 -1.48272 -0.02881
H -0.03971 -1.52524 -1.52572
H -0.29952 0.18013 -1.91379
H 2.74890 -0.32679 -1.07840
H 2.89640 -0.61660 0.71637
H 1.51716 1.81364 -0.67251
H 1.58001 1.50473 1.13542
H -0.24357 -0.08854 1.96670
H 0.03435 -1.74381 1.36502
```

***

Run iv
Here is an isolated molecule of C7H12 from OMol25. Energies are from ωB97M-V/def2-TZVPD.

Kohn-Sham gap	0.304	hartree
multiplicity	1
HOMO	-7.4	eV

```
19
C7H12 ωB97M-V/def2-TZVPD
C 2.63028 -1.72885 -0.95818
C 1.18983 -1.32291 -1.24415
C 0.68527 -0.30162 -0.23769
C -0.73808 0.16538 -0.50980
C -1.15267 1.17498 0.49514
C -2.10590 1.50034 1.24536
C -2.95797 2.08555 2.15391
H 3.28916 -0.85280 -0.98479
H 2.71604 -2.17543 0.03955
H 2.99861 -2.45471 -1.68908
H 1.11240 -0.89680 -2.25392
H 0.53648 -2.20626 -1.22934
H 1.33469 0.58276 -0.23289
H 0.72320 -0.71887 0.77790
H -0.81982 0.57268 -1.52659
H -1.43393 -0.68883 -0.46521
H -1.33292 2.36146 1.60717
H -3.12797 1.60795 3.11293
H -3.64721 2.83936 1.79382
```

***

Of them, run iii has the highest stability.

***

Run i
Here is a structure of composition H5N3S from OMol25. Energies are from ωB97M-V/def2-TZVPD.

Kohn-Sham gap (spin up / spin down)	0.296 / 0.296	hartree
multiplicity	1
HOMO (spin up / spin down)	-8.2 / -8.2	eV

```
9
H5N3S ωB97M-V/def2-TZVPD
N 0.84437 1.11826 0.22242
N -2.09786 -1.23612 -0.00572
N -0.12342 0.10492 0.29705
S -1.55462 0.21127 -0.28903
H 0.52004 2.03536 -0.01663
H 1.51635 1.11716 1.03969
H 2.12791 -0.92482 -0.12492
H -3.09235 -1.30691 -0.27321
H 1.85959 -1.11911 -0.84965
```

***

Run ii
Here is a structure of composition H5N3S from OMol25. Energies are from ωB97M-V/def2-TZVPD.

Kohn-Sham gap (spin up / spin down)	0.289 / 0.290	hartree
multiplicity	1
HOMO (spin up / spin down)	-7.1 / -7.2	eV

```
9
H5N3S ωB97M-V/def2-TZVPD
N -1.74887 -0.22512 -0.30560
N 2.03220 0.70863 0.44156
N -0.56803 -0.61488 -0.59924
S 0.95393 -0.32809 1.12117
H -2.38366 -0.82331 0.13478
H -1.88973 0.77977 -0.26971
H 1.55992 1.56836 0.47088
H 2.63777 0.52442 -0.38983
H -0.59353 -1.58977 -0.60401
```

***

Of them, run ii has the highest stability.